(1)
12
Properties=species:S:1:pos:R:3 method="wB97M-V/def2-TZVPD" mol_weight_g_mol=110.1 charge=-1 gap_ha=0.2903 e_above_lowest_kj_mol=56.58 fmax_ha_per_bohr=0.072 lumo_energy_ev=3.98
N 2.7237 -1.5891 0.3920
C 1.9466 -0.9252 -0.0990
C 0.9996 -0.0710 -0.6851
C -0.3490 -0.8154 -0.4551
O -0.6070 -1.7745 -1.2325
C -1.2452 -0.0514 0.3421
C -1.1840 1.2217 0.8813
O -1.9438 1.6558 1.7024
H 0.9736 0.8859 -0.1251
H 1.2388 0.0966 -1.7138
H -2.0760 -0.7041 0.5584
H -0.4774 2.0706 0.4344

***

(2)
102
Properties=species:S:1:pos:R:3 method="wB97M-V/def2-TZVPD" mol_weight_g_mol=1013.8 s2=0.7695 gap_ha="0.2590 / 0.2579" e_above_lowest_kj_mol=0.00 fmax_ha_per_bohr=0.016 spin_multiplicity=2 lumo_energy_ev="0.10 / 0.07"
Mn -0.0459 -0.5598 -0.0258
F 5.3406 5.2921 0.3313
C 4.6619 4.1526 0.2605
C 5.3078 2.9762 -0.0590
F 6.6165 2.9770 -0.2989
C 4.5802 1.8020 -0.1294
F 5.2741 0.7120 -0.4684
C 3.2110 1.7367 0.1195
P 2.3847 0.0627 0.0839
C 3.3973 -0.6681 1.4271
C 4.5262 -1.4635 1.2430
C 5.2070 -1.9774 2.3364
C 4.7797 -1.6915 3.6254
C 3.6800 -0.8678 3.8176
C 2.9945 -0.3576 2.7257
C 3.0241 -0.5637 -1.5014
C 3.0539 0.2874 -2.6028
C 3.4041 -0.1917 -3.8540
C 3.7187 -1.5332 -4.0252
C 3.6770 -2.3890 -2.9364
C 3.3308 -1.9067 -1.6824
C 2.5851 2.9445 0.4454
Br 0.7645 3.0661 0.8664
C 3.3017 4.1289 0.5078
F 2.7080 5.2821 0.8143
H 4.8897 -1.6748 0.2483
H 6.0821 -2.5948 2.1782
H 5.3088 -2.1017 4.4762
H 3.3463 -0.6226 4.8176
H 2.1268 0.2706 2.8854
H 2.7886 1.3328 -2.4926
H 3.4240 0.4843 -4.6990
H 3.9910 -1.9072 -5.0036
H 3.9130 -3.4390 -3.0598
H 3.2987 -2.5928 -0.8467
C -1.1058 1.8586 -2.3029
C -1.9009 1.8118 -1.0347
C -3.0779 2.6085 -1.0082
C -3.7794 2.7407 0.1422
C -3.3188 2.0884 1.3107
C -3.9754 2.2579 2.5458
C -3.4973 1.6164 3.6560
C -2.3792 0.7823 3.5573
C -1.7184 0.5733 2.3606
S -0.3483 -0.4930 2.2838
C -2.1764 1.2627 1.2021
N -1.4918 1.1219 0.0100
H -1.0466 2.8960 -2.6378
H -1.6021 1.2882 -3.0916
H -0.1075 1.4569 -2.1761
H -3.3750 3.1150 -1.9164
H -4.6716 3.3536 0.1924
H -4.8464 2.8989 2.5939
H -3.9816 1.7447 4.6157
H -2.0112 0.2718 4.4385
C -0.9316 -7.4872 0.6512
O -2.2878 -7.6388 0.2774
C -2.7328 -6.8944 -0.7701
C -4.1013 -6.9320 -1.0223
C -4.6248 -6.1805 -2.0555
C -3.8106 -5.3486 -2.8230
C -2.4395 -5.3607 -2.6015
C -1.9001 -6.1349 -1.5863
N -4.4865 -4.6336 -3.8660
N -4.1204 -3.5323 -4.3050
C -3.1332 -2.7334 -3.6462
C -2.1843 -2.1512 -4.4561
C -1.0792 -1.4562 -3.9467
C -0.9284 -1.2926 -2.5731
O 0.0932 -0.7298 -2.0068
C -1.9960 -1.7799 -1.7372
N -1.8426 -1.5264 -0.4074
C -2.7664 -1.9277 0.4334
C -3.9431 -2.5647 -0.0040
C -4.1127 -2.8321 -1.3316
C -3.1012 -2.4819 -2.2527
H -0.8098 -8.0442 1.5764
H -0.6810 -6.4359 0.8209
H -0.2609 -7.8995 -0.1094
H -4.7329 -7.5525 -0.4013
H -5.6847 -6.2072 -2.2730
H -1.7711 -4.7779 -3.2215
H -0.8327 -6.1294 -1.4355
H -2.2788 -2.3024 -5.5250
H -0.3217 -1.0583 -4.6092
H -2.5852 -1.7237 1.4803
H -4.6998 -2.8322 0.7201
H -5.0206 -3.3070 -1.6803
C 2.9417 -6.2811 0.2383
C 2.1447 -5.0111 0.2033
C 1.4646 -4.6002 -0.9338
C 0.7734 -3.4011 -0.9285
N 0.6989 -2.5977 0.1364
C 1.3401 -3.0054 1.2423
C 2.0649 -4.1789 1.3149
H 2.8028 -6.8660 -0.6699
H 2.6562 -6.8955 1.0936
H 4.0056 -6.0596 0.3410
H 1.4891 -5.1947 -1.8385
H 0.2589 -3.0733 -1.8178
H 1.2456 -2.3725 2.1113
H 2.5648 -4.4323 2.2410